1.
C34H44BrN3O3PPtS | ωB97M-V/def2-TZVPD

Each line ends with the Mulliken charge.
Geometry (Å):
Pt 0.922 2.003 -0.126  0.93
Br 4.133 0.042 -0.860  0.03
C 4.165 1.754 -0.125  0.58
C 5.406 2.253 0.240  -0.64
C 5.498 3.559 0.677  -0.39
C 4.357 4.338 0.660  -0.58
C 3.164 3.761 0.279  0.47
N 3.031 2.455 -0.060  -0.16
C 1.944 4.633 0.127  0.42
O 2.020 5.834 0.145  -0.63
O 0.844 3.957 -0.043  -0.68
H 6.277 1.622 0.154  0.44
H 6.451 3.968 0.984  0.45
H 4.354 5.389 0.910  0.50
S -5.570 2.416 -0.582  -0.13
C -3.799 2.463 -0.414  0.53
C -3.184 2.275 0.817  -0.86
C -1.812 2.144 0.877  -0.21
N -1.052 2.193 -0.225  -0.28
C -1.627 2.412 -1.413  -0.09
C -2.994 2.562 -1.541  -0.55
C -5.953 4.042 0.057  0.34
C -6.253 4.222 1.399  -0.06
C -6.575 5.500 1.833  -0.44
N -6.620 6.560 1.035  -0.55
C -6.340 6.369 -0.250  -0.39
C -6.005 5.137 -0.791  -0.18
H -3.767 2.222 1.725  0.40
H -1.292 2.008 1.814  0.44
H -0.963 2.494 -2.261  0.44
H -3.427 2.736 -2.515  0.50
H -6.249 3.389 2.088  0.41
H -6.814 5.676 2.876  0.36
H -6.390 7.246 -0.885  0.36
H -5.795 5.033 -1.847  0.38
O 0.362 -0.042 -0.121  -0.86
P 0.630 -1.532 0.121  0.38
C 1.651 -2.308 -1.168  1.47
C 1.611 -3.869 -1.200  -1.12
C 1.377 -4.420 -2.606  -0.86
C 2.351 -3.823 -3.615  -0.78
C 2.344 -2.279 -3.582  -0.70
C 1.363 -1.706 -2.557  -0.85
C 1.401 -1.706 1.757  -0.09
C 1.602 -3.164 2.221  -0.60
C 2.553 -3.181 3.414  -1.08
C 3.970 -2.776 2.980  -0.86
C 3.939 -1.791 1.801  -0.48
C 2.712 -0.889 1.880  0.57
C -0.925 -2.458 0.274  0.25
C -1.865 -1.784 1.317  -0.47
C -3.280 -1.612 0.770  -1.71
C -3.232 -0.826 -0.535  0.85
C -2.361 -1.509 -1.610  -0.83
C -1.652 -2.736 -1.050  -1.08
H 2.661 -2.005 -0.886  -0.59
H 0.852 -4.270 -0.529  0.37
H 2.569 -4.248 -0.836  0.49
H 0.352 -4.218 -2.925  0.22
H 1.480 -5.506 -2.584  0.55
H 2.102 -4.183 -4.613  0.37
H 3.356 -4.193 -3.398  0.36
H 2.107 -1.874 -4.566  0.54
H 3.346 -1.918 -3.337  0.10
H 0.336 -1.915 -2.860  0.25
H 1.460 -0.621 -2.515  0.28
H 0.653 -1.241 2.409  0.72
H 2.028 -3.773 1.421  0.11
H 0.643 -3.611 2.489  0.45
H 2.564 -4.166 3.880  0.44
H 2.177 -2.483 4.168  0.35
H 4.538 -3.663 2.693  0.36
H 4.496 -2.327 3.824  0.33
H 3.926 -2.343 0.856  0.10
H 4.848 -1.188 1.788  0.54
H 2.747 -0.104 1.120  -1.36
H 2.714 -0.373 2.843  0.63
H -0.592 -3.418 0.675  1.17
H -1.491 -0.788 1.578  0.06
H -1.878 -2.372 2.236  0.22
H -3.886 -1.078 1.506  0.57
H -3.756 -2.584 0.623  0.44
H -2.805 0.146 -0.305  -1.04
H -4.243 -0.655 -0.910  0.67
H -1.620 -0.800 -1.989  0.25
H -2.971 -1.813 -2.462  0.46
H -0.961 -3.152 -1.780  -0.36
H -2.389 -3.520 -0.862  0.63

Values from the calculation:
energy above the lowest of the compared OMol25 structures with the same formula, charge and spin	55.5	kJ/mol
M	880.77	g/mol
LUMO energy	-0.10773	Eh
Kohn-Sham gap	8.926	eV
total charge	+1
spin multiplicity	1
HOMO energy	-11.857	eV



2.
C17H23N5O2SW | ωB97M-V/def2-TZVPD

Each line ends with the Mulliken charge.
Geometry (Å):
N 1.462 5.106 0.297  0.00
C 0.695 5.901 0.668  0.50
C -0.292 6.849 1.146  -0.57
H -1.272 6.594 0.737  0.34
H -0.012 7.865 0.816  0.37
H -0.356 6.833 2.247  0.36
N 1.625 -4.117 -0.754  -0.48
C 2.673 -3.642 -0.575  0.48
C 3.953 -2.996 -0.387  -0.69
H 3.846 -1.904 -0.473  0.09
H 4.683 -3.355 -1.124  0.34
H 4.325 -3.216 0.623  0.31
N -3.218 -2.501 -0.686  -0.47
C -4.073 -2.914 -0.018  0.44
C -5.139 -3.461 0.792  -0.91
H -4.714 -4.178 1.512  0.30
H -5.870 -3.981 0.152  0.31
H -5.663 -2.660 1.336  0.29
W 0.546 0.654 -1.795  1.17
C -0.613 -2.145 1.064  0.10
O -0.914 -3.206 1.354  -0.05
C 1.434 0.303 0.181  0.70
O 2.485 -0.050 0.733  -0.53
C 1.240 0.845 -3.632  -0.62
C -0.081 1.420 -3.494  -0.41
C -1.128 0.660 -2.874  -0.57
C -0.856 -0.646 -2.374  -0.45
C 0.447 -1.217 -2.500  -0.37
C 1.498 -0.471 -3.120  -0.62
H 2.028 1.374 -4.147  0.54
H -0.276 2.387 -3.937  0.56
H -2.128 1.092 -2.801  0.56
H -1.642 -1.234 -1.915  0.60
H 0.654 -2.215 -2.135  0.67
H 2.478 -0.918 -3.227  0.55
C 1.691 -0.159 4.654  -1.23
N 1.331 0.180 3.268  0.07
C 0.154 0.540 2.827  0.81
S -0.194 0.645 0.723  -0.22
N -0.937 0.821 3.545  -0.22
C -1.339 0.289 4.869  -0.75
H 1.501 0.684 5.337  0.45
H 2.763 -0.383 4.684  0.37
H 1.157 -1.061 4.996  0.45
H 2.073 0.095 2.555  0.20
H -1.687 1.246 2.998  0.26
H -1.946 1.049 5.372  0.33
H -1.967 -0.604 4.742  0.34
H -0.472 0.078 5.498  0.28

Values from the calculation:
energy above the lowest of the compared OMol25 structures with the same formula, charge and spin	427.5	kJ/mol
M	545.31	g/mol
LUMO energy (spin up / spin down)	-0.54991 / -0.68915	Eh
Kohn-Sham gap (spin up / spin down)	5.420 / 1.629	eV
total charge	+4
expectation value of S²	2.040
spin multiplicity	3
HOMO energy (spin up / spin down)	-20.384 / -20.382	eV